{"formula": "C20H23ClN2O4", "method": "ωB97M-V/def2-TZVPD", "smiles": "Cc1cc(Cl)ccc1OCCCC(=O)N1CCN(C(=O)c2ccco2)CC1", "fmax_ev_per_a": 1.4, "charge": 0, "gap_ev": 8.807, "species": ["C", "C", "C", "C", "C", "C", "C", "O", "C", "C", "H", "C", "C", "O", "N", "C", "H", "C", "N", "C", "O", "C", "C", "C", "C", "O", "H", "H", "H", "C", "H", "C", "H", "H", "H", "H", "H", "H", "H", "H", "H", "H", "H", "H", "H", "Cl", "H", "H", "H", "H"], "xyz": [[3.183414, -0.343613, -2.533936], [3.746719, -0.757181, -1.210002], [4.377357, -1.975106, -1.042708], [4.886516, -2.338240, 0.195295], [4.773434, -1.489687, 1.278422], [4.144483, -0.264595, 1.123250], [3.627974, 0.111399, -0.110331], [2.996232, 1.288020, -0.359190], [2.816130, 2.209074, 0.701718], [2.018658, 3.394101, 0.165238], [1.896322, 4.115816, 0.972666], [0.647165, 2.952030, -0.341945], [-0.252374, 2.511833, 0.798146], [0.041780, 2.658100, 1.970132], [-1.431221, 1.950228, 0.430193], [-1.825052, 1.692492, -0.941004], [-1.157138, 0.948201, -1.395124], [-3.254320, 1.162614, -0.979940], [-3.364858, -0.042009, -0.184562], [-3.934494, -1.135371, -0.755120], [-4.419321, -1.085331, -1.876944], [-3.977676, -2.400804, -0.009431], [-4.595340, -3.554131, -0.430767], [-4.369383, -4.517497, 0.572173], [-3.630242, -3.889757, 1.529694], [-3.388449, -2.616712, 1.192276], [-3.228453, -4.231049, 2.463728], [-4.706229, -5.533335, 0.581273], [-5.136310, -3.670299, -1.346538], [-2.731745, 0.000828, 1.119892], [-3.423705, -0.358196, 1.887028], [-2.317108, 1.430039, 1.451418], [-1.767988, 1.454211, 2.395356], [-3.200101, 2.070614, 1.552102], [-1.844795, -0.644669, 1.130400], [-3.953016, 1.924341, -0.617536], [-3.535375, 0.898654, -2.002273], [-1.766795, 2.611680, -1.532636], [0.779261, 2.129532, -1.045970], [0.162284, 3.778055, -0.867443], [2.573270, 3.858186, -0.651124], [2.264523, 1.743358, 1.526088], [3.790630, 2.552483, 1.073386], [4.064412, 0.388315, 1.977114], [5.171811, -1.775048, 2.238980], [5.671552, -3.870751, 0.378086], [4.474688, -2.648625, -1.880224], [3.454193, -1.053836, -3.309744], [3.551533, 0.644411, -2.803554], [2.097135, -0.282778, -2.476000]], "atomic_forces_ev_per_a": [[0.016, 0.033, 0.081], [-0.059, 0.191, 0.091], [0.004, 0.083, 0.154], [-0.062, 0.187, 0.117], [0.046, -0.191, -0.167], [-0.155, 0.299, -0.052], [0.151, -0.351, -0.031], [-0.004, -0.097, -0.239], [-0.032, 0.404, 0.317], [-0.042, -0.446, 0.019], [0.060, 0.017, -0.025], [0.337, 0.142, 0.252], [-0.153, 0.002, -0.360], [0.274, 0.161, 0.334], [-0.215, -0.113, 0.171], [-0.015, -0.016, -0.415], [-0.094, 0.083, -0.051], [0.058, 0.147, -0.360], [0.005, 0.116, -0.096], [0.109, 0.451, -0.031], [-0.119, -0.304, -0.016], [-0.683, -0.992, -0.691], [0.329, 0.821, 0.127], [0.302, 0.161, 0.451], [-0.329, -0.706, -0.167], [0.203, 0.318, 0.141], [0.093, 0.059, 0.131], [-0.035, -0.221, 0.072], [-0.086, 0.057, -0.209], [0.202, -0.010, 0.553], [0.161, 0.074, -0.045], [-0.050, -0.158, 0.270], [-0.185, -0.041, -0.137], [0.053, -0.053, 0.071], [-0.095, 0.109, 0.108], [0.033, -0.021, -0.090], [0.071, 0.157, 0.184], [-0.015, -0.113, -0.020], [-0.111, 0.046, -0.103], [-0.063, -0.066, -0.079], [0.022, 0.049, 0.017], [0.118, 0.007, -0.076], [-0.069, -0.093, -0.027], [-0.024, 0.086, 0.066], [0.044, -0.049, 0.074], [0.106, -0.207, 0.024], [0.013, -0.069, -0.087], [0.003, -0.041, -0.068], [-0.025, 0.056, -0.107], [-0.092, 0.044, -0.077]], "mulliken_charge": [-1.1840, 0.9557, -0.7666, 0.1890, -0.8021, -0.3979, 0.4482, -0.2990, -0.8301, -1.1863, 0.4123, -0.6845, 0.6465, -0.6993, 0.2570, -0.3417, 0.2935, -1.3205, 0.1952, 0.2948, -0.7315, 0.4884, -0.4629, -0.4733, -0.4841, -0.2527, 0.4642, 0.4537, 0.5384, -0.3191, 0.5142, -1.2575, 0.4482, 0.2928, 0.3342, 0.2663, 0.4800, 0.4606, 0.3704, 0.4241, 0.4289, 0.5285, 0.5220, 0.3754, 0.4189, -0.2350, 0.3684, 0.4017, 0.2782, 0.1784]}